Record 1
Formula: C9H14
Source: OMol25
Level of theory: ωB97M-V/def2-TZVPD

The geometry in XYZ format:
```
23
C9H14 | OMol25 | ωB97M-V/def2-TZVPD
C 2.1504 0.8443 1.2182
C 1.2340 -0.2546 0.8079
C 0.5120 -0.8750 1.8190
C -0.6328 -1.5688 1.4391
C -0.9957 -1.7254 0.1158
C -0.0747 -1.2457 -0.8496
C 1.1615 -0.7072 -0.5100
H 1.7765 1.8588 0.9611
H 3.1633 0.8323 0.7659
H 2.4317 0.9068 2.2601
H 0.5622 -0.5647 2.8580
H -1.3529 -1.8774 2.1971
H -2.0493 -1.9361 0.0365
H -0.3344 -1.4593 -1.8801
H 2.0546 -0.5793 -1.1781
C -1.7680 1.8751 -2.3769
C -1.1363 2.1115 -0.9652
H -1.9595 0.8873 -2.7449
H -2.7283 2.3817 -2.2260
H -1.2534 2.5018 -3.0877
H -1.0322 3.1901 -1.0192
H -0.1202 1.6504 -0.9496
H -1.6389 1.8345 -0.0375
```

As for the total energy: -351.276228 Eh. The value obtained for the HOMO-LUMO gap is 9.866 eV.

Just the natural (NBO) charges please, in e? Sure, here they are: C -0.6430; C 0.0024; C -0.2368; C -0.1799; C -0.2566; C -0.1938; C -0.2301; H 0.2246; H 0.2159; H 0.2193; H 0.2144; H 0.2039; H 0.2216; H 0.2117; H 0.2277; C -0.6049; C -0.6108; H 0.2028; H 0.1982; H 0.2024; H 0.1995; H 0.2013; H 0.2104

Record 2
Formula: C9H14
Source: OMol25
Level of theory: ωB97M-V/def2-TZVPD

The geometry in XYZ format:
```
23
C9H14 | OMol25 | ωB97M-V/def2-TZVPD
C -0.0367 2.5608 2.7606
C -0.1214 1.2840 1.9248
C -0.3586 1.5623 0.6276
C -0.7962 0.5579 -0.1500
C -1.0305 -0.6815 0.3981
C -0.6149 -0.9548 1.7105
C -0.0717 0.0273 2.4675
H 0.9188 2.5579 2.9758
H -0.6948 2.6947 3.6055
H -0.2650 3.4924 2.1853
H -0.2308 2.5108 0.2399
H -1.0925 0.7995 -1.1225
H -1.4768 -1.5578 -0.0419
H -0.6148 -1.9788 1.9883
H 0.5145 -0.0368 3.3912
C 0.8550 -1.3523 -2.1779
C 0.6382 -1.8270 -3.6004
H 0.8870 -2.1100 -1.4069
H 1.8240 -0.8234 -2.0294
H 0.0666 -0.7262 -1.9688
H 0.1291 -1.0210 -4.1104
H -0.0177 -2.7717 -3.7142
H 1.5891 -2.2064 -3.9527
```

As for the total energy: -351.255268 Eh. The value obtained for the HOMO-LUMO gap is 9.777 eV.

Just the natural (NBO) charges please, in e? Sure, here they are: C -0.6219; C 0.0120; C -0.2176; C -0.1999; C -0.2273; C -0.2000; C -0.2268; H 0.2075; H 0.2184; H 0.2043; H 0.2061; H 0.2045; H 0.2149; H 0.2077; H 0.2165; C -0.6002; C -0.6145; H 0.2032; H 0.2015; H 0.1986; H 0.2071; H 0.1982; H 0.2076

Record 3
Formula: C9H14
Source: OMol25
Level of theory: ωB97M-V/def2-TZVPD

The geometry in XYZ format:
```
23
C9H14 | OMol25 | ωB97M-V/def2-TZVPD
C 1.5997 -2.8094 -1.2676
C 0.3140 -2.2932 -0.7674
C -0.0830 -0.9706 -1.1061
C -0.9574 -0.2988 -0.1898
C -1.4233 -0.9695 0.9175
C -1.3113 -2.3653 1.0223
C -0.3917 -3.1043 0.1595
H 2.3232 -2.6183 -0.4991
H 1.9711 -2.2179 -2.2224
H 1.5670 -3.8579 -1.5408
H 0.1910 -0.6167 -2.1367
H -1.1740 0.7460 -0.4578
H -1.9526 -0.3720 1.7104
H -1.7427 -2.8139 1.8688
H -0.3979 -4.2121 0.2929
C 0.1718 3.2962 1.2078
C 0.1203 3.8602 -0.2065
H -0.6649 3.6847 1.9511
H 0.3068 2.1280 1.2207
H 1.0858 3.6484 1.6711
H -0.8000 4.5737 -0.2765
H 1.0972 4.4956 -0.3967
H 0.1510 3.0871 -0.9547
```

As for the total energy: -351.260095 Eh. The value obtained for the HOMO-LUMO gap is 9.812 eV.

Just the natural (NBO) charges please, in e? Sure, here they are: C -0.6239; C -0.0094; C -0.2288; C -0.2104; C -0.2469; C -0.1924; C -0.2306; H 0.2253; H 0.2037; H 0.2174; H 0.2238; H 0.2187; H 0.2171; H 0.2075; H 0.2285; C -0.6307; C -0.6230; H 0.2094; H 0.2136; H 0.2068; H 0.2120; H 0.2032; H 0.2092

Record 4
Formula: C9H14
Source: OMol25
Level of theory: ωB97M-V/def2-TZVPD

The geometry in XYZ format:
```
23
C9H14 | OMol25 | ωB97M-V/def2-TZVPD
C -2.9312 2.6345 -0.8654
C -1.6441 1.7520 -0.6617
C -1.2452 1.3174 0.5800
C -0.0730 0.5166 0.7066
C 0.7666 0.1907 -0.3350
C 0.1921 0.4505 -1.6518
C -0.9209 1.2728 -1.7652
H -2.6118 3.4143 -1.4208
H -2.9592 3.1662 0.0417
H -3.8394 2.0581 -1.1432
H -1.7814 1.6817 1.5133
H 0.2447 0.2845 1.7364
H 1.6231 -0.3112 -0.1882
H 0.8622 0.1438 -2.4806
H -1.4643 1.3000 -2.7406
C 1.9103 -2.8969 1.5431
C 3.1204 -3.8203 1.6213
H 0.9702 -3.3741 1.3324
H 1.7945 -2.5299 2.5396
H 1.9292 -2.0948 0.7625
H 3.6589 -4.0683 0.7403
H 2.6497 -4.7843 1.8529
H 3.8741 -3.3904 2.4220
```

As for the total energy: -351.264105 Eh. The value obtained for the HOMO-LUMO gap is 10.166 eV.

Just the natural (NBO) charges please, in e? Sure, here they are: C -0.6350; C -0.0043; C -0.2163; C -0.2041; C -0.2146; C -0.1965; C -0.2372; H 0.2179; H 0.2146; H 0.2285; H 0.2119; H 0.2069; H 0.2031; H 0.2142; H 0.2109; C -0.6123; C -0.6140; H 0.2043; H 0.2061; H 0.1973; H 0.2057; H 0.2098; H 0.2032

Record 5
Formula: C9H14
Source: OMol25
Level of theory: ωB97M-V/def2-TZVPD

The geometry in XYZ format:
```
23
C9H14 | OMol25 | ωB97M-V/def2-TZVPD
C 0.0250 -1.7698 0.5731
C 0.6379 -0.7699 -0.3716
C 1.0480 -1.1473 -1.6416
C 1.6883 -0.2088 -2.4578
C 1.8827 1.1031 -2.0456
C 1.5876 1.4053 -0.7135
C 0.9101 0.5228 0.1061
H 0.3824 -2.7997 0.5639
H -1.0197 -1.8902 0.2438
H 0.0163 -1.4756 1.6210
H 0.8480 -2.1578 -1.9588
H 1.9678 -0.5608 -3.4437
H 2.3922 1.7299 -2.7627
H 1.8048 2.3768 -0.2822
H 0.5804 0.8095 1.0935
C -2.4152 0.2945 2.9469
C -3.4818 0.7353 1.9767
H -1.4384 0.6478 2.6331
H -2.7640 0.5907 3.9332
H -2.3943 -0.7952 2.9439
H -3.4206 0.5060 0.9067
H -3.7058 1.8144 1.9187
H -4.4762 0.3680 2.2392
```

As for the total energy: -351.310050 Eh. The value obtained for the HOMO-LUMO gap is 9.994 eV.

Just the natural (NBO) charges please, in e? Sure, here they are: C -0.6420; C 0.0048; C -0.2295; C -0.1898; C -0.2363; C -0.1945; C -0.2263; H 0.2215; H 0.2186; H 0.2171; H 0.2098; H 0.2084; H 0.2183; H 0.2100; H 0.2093; C -0.6100; C -0.6171; H 0.2038; H 0.2112; H 0.2037; H 0.2068; H 0.2016; H 0.2007

Record 6
Formula: C9H14
Source: OMol25
Level of theory: ωB97M-V/def2-TZVPD

The geometry in XYZ format:
```
23
C9H14 | OMol25 | ωB97M-V/def2-TZVPD
C -0.6300 -2.8067 -1.5956
C -0.6987 -1.7254 -0.5283
C -1.9085 -1.4187 0.1029
C -1.9410 -0.4844 1.1254
C -0.7401 -0.0863 1.7029
C 0.4736 -0.4516 1.1525
C 0.4932 -1.2109 -0.0183
H 0.4019 -3.1159 -1.7337
H -1.1195 -2.5268 -2.5255
H -1.1857 -3.6607 -1.2170
H -2.8062 -1.8379 -0.3406
H -2.8937 -0.1668 1.5287
H -0.7507 0.5142 2.6051
H 1.3925 -0.2490 1.6854
H 1.3882 -1.2910 -0.6272
C 2.0507 2.3806 -0.2202
C 0.5614 2.7125 -0.1605
H 2.6256 3.3008 -0.0612
H 2.2986 1.6773 0.5673
H 2.3901 2.0344 -1.1946
H 0.3278 3.5441 -0.8197
H 0.3183 3.0462 0.8540
H -0.0477 1.8224 -0.2818
```

As for the total energy: -351.315430 Eh. The value obtained for the HOMO-LUMO gap is 10.074 eV.

Just the natural (NBO) charges please, in e? Sure, here they are: C -0.6287; C -0.0110; C -0.2184; C -0.2018; C -0.2290; C -0.2107; C -0.2131; H 0.2159; H 0.2180; H 0.2183; H 0.2087; H 0.2142; H 0.2133; H 0.2145; H 0.2100; C -0.6036; C -0.6089; H 0.1985; H 0.1997; H 0.2003; H 0.2026; H 0.1969; H 0.2143

Record 7
Formula: C9H14
Source: OMol25
Level of theory: ωB97M-V/def2-TZVPD

The geometry in XYZ format:
```
23
C9H14 | OMol25 | ωB97M-V/def2-TZVPD
C -0.2310 -0.8688 -1.4249
C -0.7073 -0.6108 -0.0192
C -2.0442 -0.3362 0.3007
C -2.4475 -0.2399 1.6172
C -1.5083 -0.2690 2.6407
C -0.2149 -0.6668 2.3691
C 0.1781 -0.7865 1.0395
H -0.9117 -0.3821 -2.1193
H -0.3520 -1.9368 -1.6242
H 0.7725 -0.5010 -1.6134
H -2.7029 -0.1296 -0.5379
H -3.4854 0.0196 1.7970
H -1.7946 0.0291 3.6429
H 0.6066 -0.6546 3.0716
H 1.1984 -1.0488 0.7828
C 2.4749 2.2562 -2.2880
C 2.9035 0.7979 -2.4331
H 3.0908 2.8272 -1.5794
H 2.6350 2.8524 -3.1853
H 1.4841 2.3082 -1.8687
H 3.5183 0.4163 -1.6113
H 3.4175 0.5427 -3.3530
H 2.0164 0.1830 -2.3331
```

As for the total energy: -351.305651 Eh. The value obtained for the HOMO-LUMO gap is 9.976 eV.

Just the natural (NBO) charges please, in e? Sure, here they are: C -0.6278; C -0.0034; C -0.2170; C -0.2068; C -0.2187; C -0.2105; C -0.2142; H 0.2118; H 0.2236; H 0.2105; H 0.2070; H 0.2126; H 0.2136; H 0.2141; H 0.2025; C -0.6216; C -0.6084; H 0.2052; H 0.2115; H 0.2087; H 0.2046; H 0.2094; H 0.1933

Record 8
Formula: C9H14
Source: OMol25
Level of theory: ωB97M-V/def2-TZVPD

The geometry in XYZ format:
```
23
C9H14 | OMol25 | ωB97M-V/def2-TZVPD
C 2.4358 -0.7111 2.4433
C 1.5495 0.1336 1.5410
C 2.0470 0.5135 0.2927
C 1.1375 0.9733 -0.6587
C -0.1629 1.3052 -0.2577
C -0.6344 1.0935 1.0428
C 0.3225 0.6011 1.9456
H 2.3355 -1.7639 2.1628
H 1.9974 -0.6385 3.4435
H 3.4579 -0.3693 2.3682
H 3.0743 0.2856 0.0264
H 1.5859 1.4189 -1.5326
H -0.7364 1.9210 -0.9290
H -1.6496 1.4320 1.1853
H 0.0524 0.6739 3.0025
C -2.3342 -1.2863 -1.3945
C -1.8352 -0.3903 -2.5494
H -3.1845 -0.8646 -0.8644
H -2.7397 -2.1983 -1.8062
H -1.4747 -1.5622 -0.7749
H -2.6959 -0.1289 -3.1741
H -1.3777 0.5619 -2.3406
H -1.1707 -1.0002 -3.1718
```

As for the total energy: -351.295032 Eh. The value obtained for the HOMO-LUMO gap is 9.903 eV.

Just the natural (NBO) charges please, in e? Sure, here they are: C -0.6233; C -0.0170; C -0.2019; C -0.2229; C -0.2122; C -0.2134; C -0.2138; H 0.2210; H 0.2123; H 0.2168; H 0.2078; H 0.2099; H 0.2050; H 0.2221; H 0.2086; C -0.6087; C -0.6044; H 0.2012; H 0.2020; H 0.2095; H 0.1944; H 0.2057; H 0.2011

no.,largest force on an atom (eV/A)
1,2.563
2,5.446
3,3.551
4,6.176
5,2.373
6,1.056
7,1.589
8,2.381